No. 1
Here is a cluster of 8 separate species, C32H48O24 in total from OMol25. Energies are from ωB97M-V with the def2-TZVPD basis set.

Structure (XYZ):
```
104
C32H48O24 | OMol25 | ωB97M-V with the def2-TZVPD basis set
C -22.89751 -6.60966 2.77140
C -23.02412 -5.20125 2.23506
C -21.68564 -4.60255 1.76874
O -21.90730 -4.23778 0.41456
C -23.12408 -4.67728 0.00616
O -23.53665 -4.56753 -1.09965
O -23.80073 -5.23937 1.02770
H -22.32001 -7.19179 2.04912
H -23.87298 -7.09878 2.80901
H -22.46200 -6.68732 3.76302
H -23.51237 -4.53829 2.94827
H -20.85726 -5.31162 1.81432
H -21.42024 -3.76876 2.41433
C -19.61638 -7.13844 4.80207
C -19.06228 -7.57893 3.47229
C -17.69849 -8.28591 3.53955
O -17.88317 -9.45689 2.74117
C -19.19515 -9.62399 2.44122
O -19.62400 -10.53199 1.81422
O -19.91978 -8.60051 2.93912
H -19.77388 -7.97931 5.47938
H -20.54718 -6.59360 4.68334
H -18.87890 -6.50775 5.30871
H -19.04892 -6.74009 2.77306
H -17.46028 -8.53584 4.57439
H -16.88363 -7.74045 3.07202
C -25.13871 2.32494 6.89423
C -23.68618 2.47499 6.51401
C -23.44212 3.37694 5.30569
O -22.46604 4.31755 5.76769
C -22.19977 4.13279 7.07658
O -21.41673 4.76385 7.70813
O -22.95103 3.11604 7.57840
H -25.64432 3.25525 7.15637
H -25.29850 1.66523 7.75267
H -25.66844 1.84576 6.06481
H -23.27407 1.47119 6.38781
H -24.32712 3.89722 4.95018
H -22.96958 2.81445 4.50291
C -25.09007 -3.26193 8.06940
C -24.50077 -2.64622 6.82491
C -23.24669 -1.77725 7.08904
O -22.23368 -2.31139 6.26085
C -22.66875 -3.46042 5.68000
O -22.00954 -4.11809 4.94101
O -23.92655 -3.71298 6.04240
H -24.32251 -3.73289 8.68672
H -25.84788 -3.99737 7.80353
H -25.54704 -2.51525 8.72488
H -25.23927 -2.12131 6.22265
H -22.95826 -1.82426 8.14115
H -23.44908 -0.73384 6.84038
C -24.14976 1.79121 10.77257
C -23.53305 0.51689 10.26569
C -22.23034 0.71164 9.48627
O -21.38493 -0.32902 9.94459
C -21.85230 -0.79386 11.12809
O -21.28796 -1.56224 11.83174
O -23.08735 -0.29690 11.37415
H -23.47154 2.34249 11.41876
H -25.09269 1.60501 11.28987
H -24.43297 2.42114 9.92415
H -24.25489 -0.10216 9.72349
H -21.79883 1.68970 9.70548
H -22.41938 0.67705 8.41608
C -25.92178 -2.38940 11.92422
C -26.99844 -3.19261 12.61001
C -28.36128 -2.48660 12.69961
O -29.29752 -3.42833 12.19784
C -28.64602 -4.44243 11.59053
O -29.17376 -5.33232 11.01330
O -27.31238 -4.28984 11.71451
H -25.17379 -3.07803 11.52997
H -25.41060 -1.68157 12.57920
H -26.30544 -1.80435 11.08519
H -26.62308 -3.61660 13.53888
H -28.39752 -1.59965 12.06621
H -28.59195 -2.19764 13.72354
C -26.57407 -4.18481 4.29062
C -26.36434 -5.65694 4.56704
C -27.47604 -6.39449 5.33223
O -27.68863 -7.58484 4.58644
C -26.98315 -7.54712 3.42594
O -27.00373 -8.40388 2.60425
O -26.25067 -6.41683 3.34878
H -27.31296 -4.02954 3.50509
H -25.62230 -3.76912 3.96608
H -26.89965 -3.69129 5.20690
H -25.40092 -5.78329 5.07016
H -28.39572 -5.80773 5.33286
H -27.14576 -6.63789 6.33879
C -21.13228 0.26191 3.97696
C -22.39355 0.03845 3.18084
C -22.69954 -1.42805 2.82225
O -24.09219 -1.55095 3.08791
C -24.47338 -0.57809 3.93785
O -25.50440 -0.54510 4.53520
O -23.50252 0.35393 4.05939
H -21.15873 -0.37403 4.86298
H -21.11510 1.29071 4.33965
H -20.24108 0.08902 3.37671
H -22.45716 0.69707 2.31221
H -22.13044 -1.99442 3.56240
H -22.43889 -1.66873 1.79815
```

Spin multiplicity: 1
SMILES string: C[C@H]1COC(=O)O1.C[C@H]1COC(=O)O1.C[C@H]1COC(=O)O1.C[C@H]1COC(=O)O1.C[C@H]1COC(=O)O1.C[C@H]1COC(=O)O1.C[C@H]1COC(=O)O1.C[C@H]1COC(=O)O1
Relative energy (zero: lowest compared OMol25 entry of this formula, charge and spin), eV: 0.1475
Lowest unoccupied orbital energy, eV: -0.21

=====

No. 2
Here is a structure of composition C32H49BKN5OPS3 from OMol25. Energies are from ωB97M-V with the def2-TZVPD basis set.

Structure (XYZ):
```
93
C32H49BKN5OPS3 | OMol25 | ωB97M-V with the def2-TZVPD basis set
K 0.05905 -0.25014 0.00298
C -1.06641 0.88490 3.44964
N -0.85839 1.92257 2.45641
C 0.29457 2.67055 2.28331
C 0.07471 3.47285 1.21775
N -1.19635 3.23652 0.74797
B -1.81315 3.91933 -0.50964
N -2.05692 2.79346 -1.57100
C -3.28619 2.32217 -1.96825
C -3.09919 1.29137 -2.81947
N -1.72666 1.11858 -2.92471
C -1.05337 0.13643 -3.73989
C -1.10040 2.05786 -2.16759
S 0.59024 2.23015 -2.03122
C -1.77512 2.28420 1.51892
S -3.32573 1.61739 1.37246
H -0.23349 0.92037 4.15154
H -1.08800 -0.09545 2.95804
H -2.00488 1.06567 3.97282
H 1.15343 2.54319 2.91770
H 0.72332 4.16467 0.71248
H -2.88768 4.41506 -0.26513
H -1.00545 4.72038 -0.91627
H -4.18617 2.73503 -1.55190
H -3.79197 0.63624 -3.31589
H -1.80578 -0.51817 -4.17642
H -0.36366 -0.45805 -3.13849
H -0.48208 0.62261 -4.53264
C -3.69047 -4.02797 -0.16445
C -2.99847 -2.80348 0.44819
C -2.64936 -1.82149 -0.68569
C -4.03368 -2.06356 1.30647
P -1.42594 -3.10328 1.50237
N -0.57083 -1.84929 1.67973
C -2.04514 -3.85258 3.15841
C -3.11444 -4.94991 3.12337
C -0.81528 -4.41272 3.88673
C -2.55408 -2.68866 4.02618
C -0.43376 -4.49663 0.61457
C -0.27479 -4.11698 -0.86398
C 0.98990 -4.46211 1.19553
C -0.95270 -5.93634 0.67447
H -4.62713 -3.70590 -0.63562
H -3.94783 -4.78376 0.57770
H -3.09266 -4.50883 -0.93840
H -3.57843 -1.52876 -1.18598
H -1.97963 -2.24271 -1.43594
H -2.22192 -0.90106 -0.27981
H -4.81555 -1.67383 0.64529
H -3.59178 -1.21019 1.82041
H -4.52098 -2.71682 2.02913
H -2.81581 -5.81780 2.53653
H -4.06706 -4.59063 2.73523
H -3.29915 -5.29873 4.14723
H -0.45565 -5.34366 3.44893
H -1.09264 -4.62814 4.92426
H -0.00084 -3.68619 3.88763
H -3.59404 -2.44019 3.83068
H -1.94710 -1.80098 3.85165
H -2.47580 -2.96733 5.08263
H 0.07261 -3.09028 -0.99339
H -1.19068 -4.24503 -1.43945
H 0.48137 -4.77407 -1.31061
H 1.30878 -3.42534 1.31836
H 1.66840 -4.98030 0.50760
H 1.06057 -4.95725 2.16245
H -1.96106 -6.04521 0.27547
H -0.94558 -6.33377 1.68922
H -0.29515 -6.58057 0.07623
O 1.70427 -1.14866 -1.58274
S 3.15021 -0.97987 -1.26242
C 3.78507 -2.62934 -1.02656
C 3.44489 -3.62784 -1.93189
C 3.86114 -4.92322 -1.68863
C 4.60354 -5.21207 -0.54648
C 4.92409 -4.21278 0.35628
C 4.50794 -2.90699 0.11953
C 3.92679 -0.55462 -2.81539
C 3.14584 0.13798 -3.72680
C 3.73455 0.57497 -4.90730
C 5.07462 0.32573 -5.15684
C 5.84765 -0.35666 -4.22383
C 5.27659 -0.79448 -3.04069
H 2.84030 -3.38100 -2.79587
H 3.59887 -5.71585 -2.37726
H 4.91553 -6.23051 -0.35374
H 5.47925 -4.44855 1.25445
H 4.72394 -2.11671 0.82781
H 2.11447 0.36109 -3.48143
H 3.14009 1.12683 -5.62373
H 5.52519 0.67124 -6.07861
H 6.89488 -0.54745 -4.42002
H 5.86654 -1.33529 -2.31034
```

Spin multiplicity: 1
Relative energy (zero: lowest compared OMol25 entry of this formula, charge and spin), eV: 0.1112
Net charge: -1
Lowest unoccupied orbital energy, eV: 1.98

=====

No. 3
Here is a structure of composition C32H49BrN4O19PS2 from OMol25. Energies are from ωB97M-V with the def2-TZVPD basis set.

Structure (XYZ):
```
108
C32H49BrN4O19PS2 | OMol25 | ωB97M-V with the def2-TZVPD basis set
C 0.59208 2.58335 5.22969
C -0.74238 2.14272 4.46788
O -0.51045 1.47717 3.20015
C -1.80241 1.07680 2.63767
C -1.52467 -0.09263 1.53945
O -0.32014 0.10085 0.77636
N -0.41626 0.08672 -0.55221
C 0.04224 -1.12654 -1.26745
C -0.74801 -2.42842 -0.67575
C -0.63744 -3.71503 -1.61524
O -0.61005 -4.84204 -1.04040
C 1.64025 -1.19723 -1.18627
S 2.47137 -2.47385 -2.29292
O 1.95841 -1.57393 0.13051
C 2.16650 -2.91244 0.53412
C 3.69603 -3.41900 0.74097
N 2.24160 0.18994 -1.65900
S 3.44050 -0.03603 -2.99598
P 3.30217 0.76498 -0.32352
N 4.51366 -0.26906 0.01147
O 4.33844 2.11711 -0.59676
O 2.47333 1.16015 1.12309
C 1.19533 1.12457 -2.24979
Br 2.21806 2.85720 -2.62181
C 0.74599 0.92479 -3.79947
C 0.29098 2.13701 -4.72483
C -0.11416 1.93109 -6.18103
N -0.16569 0.73312 -6.92964
C 0.17661 -0.34959 -6.10065
C 0.60198 -0.34735 -4.64139
C -0.10697 1.38874 -1.27849
C -0.00704 2.67692 -0.35085
C -0.72296 4.02130 -0.84027
O -0.41499 4.52438 -2.15014
C -0.18382 5.92066 -2.19655
O 0.06483 6.46759 -3.30660
C -1.50253 1.50858 -2.12751
C -2.81439 1.50580 -1.15125
C -3.91721 2.48057 -1.83891
O -4.21031 2.35776 -3.05303
O -4.55727 3.52182 -1.07172
H 1.18446 3.39270 4.66506
H 1.26969 1.65366 5.35194
H 0.40430 2.97176 6.30308
H -1.36924 1.51127 5.19862
H -1.35335 3.09344 4.23489
H -2.38739 1.96194 2.21131
H -2.37938 0.60580 3.51562
H -2.46658 -0.33804 0.92072
H -1.35383 -1.04257 2.18452
H -0.41008 -1.09666 -2.31599
H -0.53770 -2.61564 0.42773
H -1.86374 -2.10907 -0.72314
H -0.63670 -3.60265 -2.75434
H 1.53282 -3.14787 -3.05845
H 1.74912 -2.98142 1.61751
H 1.56153 -3.74726 0.00576
H 4.28389 -3.30812 -0.25166
H 4.26914 -2.81159 1.51590
H 3.71184 -4.55175 0.96346
H 4.43042 0.93027 -2.87485
H 4.43007 -1.10399 -0.58530
H 3.99305 2.87641 -0.05131
H 3.02843 0.75800 1.83650
H 0.20029 3.21773 -4.33436
H -0.42938 2.86720 -6.77980
H 0.12027 -1.38030 -6.61929
H 0.79943 -1.34459 -4.13417
H 1.06974 2.98776 -0.05682
H -0.49742 2.55648 0.69729
H -1.87798 4.01028 -0.73493
H -0.39226 4.83566 -0.08001
H -0.18042 6.60392 -1.27756
H -1.69499 0.57215 -2.78001
H -1.56106 2.39573 -2.82539
H -2.59596 1.88581 -0.10043
H -3.29364 0.45384 -1.15201
H -4.52911 3.20236 -0.13793
C -1.80829 -8.13998 -3.64631
C -0.94149 -6.96945 -3.29437
O -0.29898 -6.66389 -4.52444
C -1.09197 -7.14745 -5.52147
O -0.93087 -6.91519 -6.68457
O -2.09092 -7.92652 -5.02298
H -2.72839 -8.16889 -3.06069
H -1.28712 -9.09540 -3.53616
H -1.52162 -6.10049 -2.97371
H -0.20899 -7.21010 -2.52295
C -0.38148 -4.48646 5.26710
C -1.01087 -5.49738 4.35764
O -0.22598 -5.39781 3.17682
C 0.98403 -4.89432 3.54185
O 1.94004 -4.83931 2.81882
O 0.97100 -4.46249 4.83141
H -0.44617 -4.77270 6.31777
H -0.81029 -3.48741 5.14401
H -0.93521 -6.51635 4.74773
H -2.05832 -5.27523 4.14830
C -0.26094 7.98255 5.24683
C -1.31252 6.95032 4.97513
O -0.64667 6.03366 4.11622
C 0.68879 6.16690 4.34706
O 1.52712 5.42751 3.91276
O 0.94874 7.24454 5.13361
H -0.35564 8.42322 6.24021
H -0.25736 8.78341 4.50185
H -1.62564 6.42284 5.88090
H -2.19342 7.37060 4.48759
```

Spin multiplicity: 1
Net charge: +1
Lowest unoccupied orbital energy, eV: -3.68

=====

No. 4
Here is a cluster of 7 separate species, C32H49N7O4P in total from OMol25. Energies are from ωB97M-V with the def2-TZVPD basis set.

Structure (XYZ):
```
93
C32H49N7O4P | OMol25 | ωB97M-V with the def2-TZVPD basis set
C 7.61646 -0.55003 1.16833
C 7.19314 0.57022 0.00463
N 5.72915 0.24128 -0.34995
P 5.02407 1.48133 -1.41251
C 5.40052 3.29560 -0.83402
C 4.51987 3.70758 0.49783
O 5.46163 4.15837 1.53814
C 5.30729 3.38322 2.78001
O 6.00946 2.22801 2.88979
O 3.33139 1.32197 -1.74883
C 2.69898 0.20175 -1.04259
C 2.01823 0.74269 0.36783
C 2.83627 0.31046 1.72048
O 0.67857 0.07771 0.46778
H 8.64599 -0.31229 1.67719
H 7.63684 -1.64095 0.71183
H 6.77654 -0.52276 2.00324
H 7.31494 1.66508 0.43726
H 7.91711 0.39755 -0.91694
H 5.82471 -0.62141 -0.96515
H 5.71553 1.35445 -2.70312
H 5.06437 3.98671 -1.72201
H 6.57149 3.39400 -0.67830
H 3.72536 4.52968 0.22261
H 3.94493 2.73305 0.86792
H 4.59161 3.79450 3.61323
H 1.77352 -0.13229 -1.72004
H 3.35887 -0.75588 -0.92000
H 1.79773 1.90223 0.27956
H 2.51432 1.08877 2.56616
H 2.46963 -0.75122 2.10421
H 4.00024 0.39915 1.63622
H 0.13193 0.28397 -0.34789
N 7.06403 3.09635 -4.69496
C 8.31213 3.04043 -4.13134
C 9.21135 2.70977 -5.12041
C 8.48062 2.56704 -6.32411
C 7.15771 2.81420 -6.03299
H 6.20797 3.31287 -4.20108
H 8.45295 3.23862 -3.07726
H 10.27852 2.58601 -4.98939
H 8.87685 2.31210 -7.29853
H 6.27717 2.81216 -6.66148
N -3.16708 -2.38511 -0.87132
C -3.93636 -1.98332 0.18949
C -3.09455 -1.69225 1.23965
C -1.77058 -1.92090 0.79462
C -1.84463 -2.34519 -0.51322
H -3.51990 -2.66615 -1.77694
H -5.01413 -1.94056 0.10700
H -3.40086 -1.35086 2.21993
H -0.86101 -1.78952 1.36638
H -1.07162 -2.62264 -1.21738
N -7.83612 -1.46859 1.08679
C -9.02221 -2.04458 1.46090
C -9.11529 -1.97453 2.83298
C -7.94689 -1.32823 3.30243
C -7.17601 -1.02416 2.20278
H -7.50082 -1.38386 0.13598
H -9.69590 -2.45531 0.72086
H -9.93660 -2.34746 3.43108
H -7.69524 -1.10773 4.33176
H -6.21620 -0.53207 2.11924
N 1.03439 -2.43174 3.66427
C 0.97916 -3.76630 3.97156
C 0.90408 -3.88490 5.34142
C 0.90822 -2.57556 5.87886
C 0.98640 -1.69780 4.82087
H 1.09941 -2.04841 2.73021
H 0.99957 -4.51536 3.19136
H 0.85076 -4.81403 5.89386
H 0.85877 -2.30236 6.92500
H 1.01325 -0.61668 4.79220
N -2.47600 -1.57982 -5.49722
C -1.94281 -1.70382 -4.24069
C -0.68198 -2.24338 -4.36469
C -0.44411 -2.44643 -5.74506
C -1.56712 -2.02535 -6.42142
H -3.39578 -1.21566 -5.70941
H -2.50532 -1.39981 -3.36812
H -0.00605 -2.46551 -3.54915
H 0.45036 -2.85516 -6.19711
H -1.79718 -2.00589 -7.47833
N -11.01529 0.91300 1.83910
C -11.27546 2.25270 1.71243
C -12.47452 2.51434 2.33694
C -12.95137 1.29035 2.86392
C -12.02932 0.31891 2.54444
H -10.20190 0.43733 1.47064
H -10.58775 2.90312 1.18878
H -12.95339 3.48241 2.40658
H -13.86830 1.13446 3.41747
H -12.00870 -0.74165 2.75694
```

Spin multiplicity: 1
Net charge: +1
Lowest unoccupied orbital energy, eV: -3.43

=====

No. 5
Here is a structure of composition C32H50CrP2 from OMol25. Energies are from ωB97M-V with the def2-TZVPD basis set.

Structure (XYZ):
```
85
C32H50CrP2 | OMol25 | ωB97M-V with the def2-TZVPD basis set
Cr -1.68592 -0.95759 -0.77762
C 1.00360 -2.32330 -0.91319
C -0.21515 -2.41320 -1.66990
C 0.84899 -0.37413 -2.11731
C 1.65841 -1.12041 -1.24412
C -0.34223 -1.13153 -2.43755
C 1.56429 -3.38072 -0.04289
H 0.74862 -3.94954 0.42570
H 2.16759 -2.93348 0.76343
H 2.21518 -4.09445 -0.58166
C 3.03251 -0.75097 -0.81821
H 3.50672 -1.54453 -0.23414
H 3.00548 0.14321 -0.18802
H 3.68632 -0.53091 -1.67482
C 1.20834 0.92065 -2.72313
H 2.19463 0.89840 -3.21458
H 1.23991 1.68247 -1.93288
H 0.46936 1.23848 -3.46563
C -1.16355 -0.93703 -3.66933
H -1.13453 -1.83731 -4.29593
H -0.76464 -0.11162 -4.26745
H -2.21556 -0.71661 -3.43224
C -0.79725 -3.71274 -2.09067
H -0.08395 -4.23340 -2.75127
H -1.73705 -3.58703 -2.63644
H -0.98265 -4.37919 -1.23793
C -2.02952 -0.70512 1.27001
C -1.67316 -2.06905 0.96846
C -2.68262 -3.17999 0.80585
C -3.59537 -3.05478 -0.45136
C -3.38066 -1.80739 -1.30107
C -3.68646 -0.47032 -0.79508
C -4.38092 -0.29657 0.54911
C -3.43186 -0.42759 1.75561
H -3.31369 -3.26699 1.70329
H -4.64860 -3.12852 -0.13644
H -2.13412 -4.13771 0.77801
H -3.79109 -1.22012 2.43317
H -1.22433 -0.04823 1.63687
H -0.71625 -2.41251 1.36617
H -3.43955 0.47867 2.37162
H -4.89611 0.67462 0.60248
H -4.04279 0.28037 -1.51406
H -5.17885 -1.04761 0.63378
H -3.39149 -3.91851 -1.09962
H -3.53590 -1.95072 -2.38488
P 1.31482 0.40719 2.95794
C 3.10156 0.35427 3.04065
H 3.40926 0.41613 4.09589
H 3.52247 1.19715 2.47433
H 3.47470 -0.58872 2.61062
C 0.61052 1.66445 4.01706
H 1.17635 1.72857 4.95496
H -0.44548 1.43293 4.21656
H 0.66032 2.62385 3.48737
C 0.66765 -1.18737 3.47503
H -0.40830 -1.23401 3.28614
H 0.85467 -1.33776 4.54670
H 1.15056 -2.00118 2.92452
P -1.03148 2.62434 -0.33643
C -2.06264 2.37449 -1.83512
H -2.89598 3.08947 -1.82686
H -2.47898 1.35505 -1.86394
H -1.46618 2.51679 -2.74282
C -2.32910 2.84445 0.93211
H -3.02291 1.99384 0.95132
H -2.88321 3.76053 0.69235
H -1.87371 2.93822 1.92393
C -0.42688 4.29517 -0.60489
H -1.27884 4.98085 -0.62339
H 0.10974 4.31206 -1.55876
H 0.26749 4.55094 0.19869
C 0.78846 0.92062 1.33029
C 1.17414 1.86089 0.52930
C 2.34011 2.75427 0.40304
C 3.33184 2.67789 -0.59665
C 4.44176 3.52896 -0.58361
C 4.58540 4.48581 0.43096
C 3.61131 4.58517 1.42988
C 2.50716 3.73418 1.40251
H 3.24670 1.93830 -1.39261
H 5.19248 3.44364 -1.37592
H 5.44774 5.15568 0.44037
H 3.69394 5.32366 2.23282
H 1.74249 3.80686 2.17872
```

Spin multiplicity: 4
<S²>: 3.853
Relative energy (zero: lowest compared OMol25 entry of this formula, charge and spin), eV: 5.1732
Net charge: +1
Lowest unoccupied orbital energy (spin up / spin down), eV: -3.40 / -3.41